1.
Below is a structure of composition C31H32N10O3S2W at a distorted geometry, with properties calculated with the ωB97M-V functional and the def2-TZVPD basis.

The geometry in XYZ format:
```
79
Properties=species:S:1:pos:R:3:forces:R:3
W 0.087 0.062 -0.103 1.294 2.932 -1.656
C 0.078 -0.870 4.226 0.040 0.062 -0.069
C 0.459 -0.506 2.829 -1.505 0.091 -0.295
N -0.430 -0.218 1.884 0.360 0.198 1.446
N -1.760 -0.129 2.217 -0.392 -0.101 0.945
C -2.654 0.454 1.389 -0.018 0.125 -0.257
N -3.918 0.559 1.782 0.172 -0.088 0.159
S -2.176 1.089 -0.113 0.247 -0.276 0.392
C 1.807 -0.450 2.380 1.362 -0.099 0.952
C 2.938 -0.523 3.158 -1.794 0.054 -0.843
C 4.236 -0.380 2.593 0.882 0.259 -0.796
C 4.401 -0.039 1.304 -0.510 -0.239 0.568
C 3.236 0.193 0.397 0.647 0.610 -0.348
N 1.926 -0.214 0.972 0.149 0.558 0.991
H -0.824 -1.482 4.239 0.023 -0.089 0.036
H -0.086 0.018 4.837 -0.040 0.091 0.014
H 0.866 -1.449 4.695 0.026 -0.075 0.042
H -2.016 -0.327 3.183 0.047 -0.064 -0.380
H -4.246 0.244 2.682 0.017 -0.014 -0.035
H -4.597 0.961 1.151 0.103 -0.029 0.040
H 2.846 -0.640 4.223 -0.097 -0.096 0.177
H 5.089 -0.505 3.240 0.117 -0.004 0.018
H 5.376 0.132 0.881 0.196 -0.030 -0.064
H 3.230 1.236 0.051 -0.097 -0.244 0.105
C -0.948 -2.544 -1.604 -0.046 -0.449 -0.306
C -0.476 -0.490 -3.000 0.231 -0.725 -0.543
C -1.043 0.229 -4.192 -0.194 0.623 -0.102
C -0.373 1.266 -4.706 -0.519 -0.469 0.096
C 0.669 1.907 -3.956 0.535 0.186 0.460
C 1.395 2.994 -4.423 -0.216 -0.486 0.090
C 2.191 3.734 -3.558 0.051 0.129 0.468
C 2.125 3.504 -2.192 0.143 0.201 -0.543
C 1.364 2.450 -1.700 -0.306 -0.298 0.204
S 0.945 2.361 -0.009 -0.607 -1.364 -0.637
C 0.766 1.521 -2.588 0.964 1.359 -0.646
N 0.228 0.384 -2.092 -0.179 0.148 0.817
H -1.498 -3.409 -1.995 0.180 0.194 0.056
H -1.024 -1.426 0.105 -1.279 -1.338 0.650
H 0.128 -2.705 -1.774 -0.309 0.092 0.077
H -1.908 -0.160 -4.693 -0.066 -0.032 -0.139
H -0.700 1.714 -5.629 -0.038 0.060 -0.183
H 1.324 3.274 -5.463 -0.036 -0.006 -0.112
H 2.789 4.547 -3.937 0.023 0.079 -0.017
H 2.623 4.166 -1.500 0.050 0.071 0.053
C -2.135 -4.578 0.394 0.182 0.132 -0.427
C -1.714 -3.200 0.734 0.242 0.505 0.947
N -1.199 -2.433 -0.163 0.168 -0.164 -0.470
H -1.738 -4.996 -0.536 -0.032 -0.128 0.001
H -3.226 -4.532 0.320 -0.076 -0.099 0.032
H -1.919 -5.241 1.232 -0.072 0.011 -0.072
N 1.941 -5.352 1.756 -0.104 -0.278 0.206
C 3.041 -4.752 1.254 -0.459 0.147 0.062
O 4.162 -5.154 1.442 0.270 -0.040 -0.019
C 2.859 -3.460 0.492 -0.398 0.575 0.014
C 4.009 -3.088 -0.318 0.347 0.360 -0.310
C 4.087 -1.886 -0.874 -0.308 -0.316 0.239
C 3.007 -0.873 -0.705 0.608 0.486 -0.906
N 1.794 -1.319 0.053 -0.366 -1.400 -0.376
C 1.823 -2.621 0.643 0.122 -1.059 0.549
H 2.097 -6.222 2.246 -0.079 0.085 -0.034
H 1.003 -5.123 1.487 -0.007 0.052 -0.116
H 4.795 -3.820 -0.400 0.116 -0.054 -0.090
H 4.931 -1.574 -1.464 0.178 0.019 -0.187
H 2.721 -0.470 -1.687 -0.016 -0.062 0.325
H 0.972 -2.833 1.281 0.044 -0.024 -0.086
C -4.060 -2.392 -4.496 -0.560 -0.037 -0.095
N -2.727 -2.166 -3.945 -0.272 0.080 0.065
C -1.643 -2.712 -4.600 0.622 -0.098 -0.097
C -0.312 -2.485 -4.514 -0.158 -0.546 -0.318
C 0.435 -1.520 -3.725 0.195 0.869 0.834
O 1.640 -1.457 -3.619 -0.146 -0.289 -0.189
N -1.409 -1.286 -2.179 0.143 -0.111 -0.583
C -2.710 -1.447 -2.773 0.311 0.221 0.644
O -3.688 -1.022 -2.225 -0.250 -0.103 -0.180
H -3.995 -2.600 -5.559 0.060 0.005 -0.009
H -4.656 -1.492 -4.336 0.058 -0.156 -0.107
H -4.556 -3.221 -3.989 0.022 0.021 -0.019
H -1.958 -3.451 -5.328 0.033 -0.009 0.031
H 0.321 -3.110 -5.125 -0.033 -0.100 -0.144
```
Forces are in eV/Å.

Computed properties:
HOMO (spin up / spin down) in eV: -12.7 / -12.5
Net charge: +2
E in eV: -77186.5738
Relative energy (zero: lowest compared OMol25 entry of this formula, charge and spin) in kcal per mole: 276.02
Gap between HOMO and LUMO (spin up / spin down) in eV: 5.7447 / 5.6386
LUMO (spin up / spin down) in eV: -6.92 / -6.91
Multiplicity: 1

Here are the Mulliken charges for atoms 1 to 2, given in e: number 1, W, carries 0.484; number 2, C, carries -2.234

2.
Below is a structure of composition C31H32N4O3S2W at a distorted geometry, with properties calculated with the ωB97M-V functional and the def2-TZVPD basis.

The geometry in XYZ format:
```
73
Properties=species:S:1:pos:R:3:forces:R:3
W 0.031 -0.782 -1.312 0.353 0.145 -0.421
O -1.737 -0.673 -0.710 -0.537 -0.443 0.540
C -2.995 -1.117 -0.857 0.663 0.570 0.264
C -3.981 -0.624 -0.031 -0.379 0.117 0.261
C -5.261 -1.140 -0.154 -0.106 0.080 0.097
C -5.559 -2.125 -1.101 -0.003 0.000 0.023
C -4.565 -2.564 -1.948 -0.360 -0.228 -0.194
C -3.272 -2.051 -1.831 0.175 -0.485 -0.589
C -2.264 -2.430 -2.772 -0.628 -0.220 0.012
N -1.047 -2.037 -2.825 0.847 0.528 0.004
C -0.269 -2.552 -3.978 -0.409 -0.064 0.009
C 0.993 -1.761 -4.073 0.390 0.138 0.065
N 1.446 -1.719 -2.692 -0.351 0.454 0.170
C 2.495 -2.349 -2.339 0.448 -0.393 0.220
C 2.783 -2.733 -0.982 0.290 0.219 -0.495
C 4.060 -3.160 -0.604 0.308 0.044 -0.214
C 4.268 -3.702 0.641 0.009 -0.041 0.125
C 3.176 -3.862 1.497 0.008 -0.076 0.123
C 1.905 -3.463 1.126 -0.195 -0.257 0.450
C 1.713 -2.876 -0.108 -0.602 0.017 -0.113
O 0.467 -2.489 -0.487 0.115 0.117 0.291
H -3.731 0.135 0.698 -0.029 -0.002 0.029
H -6.047 -0.768 0.498 0.116 -0.080 -0.093
H -6.560 -2.531 -1.173 0.074 0.066 -0.005
H -4.779 -3.305 -2.717 0.036 0.141 0.159
H -2.586 -3.112 -3.556 -0.095 -0.069 -0.052
H -0.845 -2.474 -4.893 -0.181 0.011 -0.105
H -0.031 -3.595 -3.799 -0.002 -0.266 0.085
H 0.801 -0.761 -4.422 0.003 0.397 -0.142
H 1.718 -2.243 -4.719 0.169 -0.090 -0.072
H 3.163 -2.687 -3.122 0.177 -0.115 -0.110
H 4.884 -3.055 -1.305 -0.113 -0.037 0.082
H 5.255 -4.025 0.942 -0.049 0.010 -0.005
H 3.321 -4.320 2.469 -0.005 0.029 -0.056
H 1.050 -3.601 1.779 0.119 0.005 -0.046
C -0.430 3.646 -2.902 0.211 -0.072 -0.063
C 0.178 2.340 -2.425 -0.309 0.415 -0.448
S -0.682 0.899 -2.900 0.063 -0.293 0.515
C 1.319 2.249 -1.729 0.326 0.403 0.261
C 2.173 3.417 -1.305 0.010 0.010 -0.114
S 1.976 0.697 -1.360 -0.007 -0.479 -0.284
H -1.381 3.483 -3.407 0.034 -0.043 0.045
H 0.233 4.163 -3.604 -0.057 -0.081 0.110
H -0.611 4.316 -2.058 0.017 -0.034 -0.035
H 1.861 4.332 -1.807 0.018 -0.052 0.046
H 3.227 3.239 -1.550 -0.182 -0.001 0.035
H 2.114 3.577 -0.224 -0.020 -0.022 -0.063
C 0.977 2.544 4.423 0.071 -0.355 -0.229
N 1.113 1.410 3.487 -0.076 0.481 0.281
N 0.333 1.271 2.367 -0.173 0.112 0.261
C 0.836 0.247 1.635 0.400 0.538 0.145
O 0.231 -0.105 0.571 -0.913 -0.455 -0.832
C 1.984 -0.223 2.268 0.128 -0.252 0.005
C 2.115 0.524 3.423 0.235 0.121 0.298
C 3.165 0.470 4.483 -0.062 0.025 -0.074
C -0.892 1.999 2.167 0.249 -0.139 -0.099
C -1.864 2.005 3.154 -0.142 -0.122 0.163
C -3.022 2.745 2.954 -0.042 0.034 -0.015
C -3.199 3.459 1.772 -0.013 -0.051 0.013
C -2.221 3.423 0.784 -0.118 0.062 -0.069
C -1.060 2.691 0.979 0.036 0.090 0.023
H 0.252 3.247 4.036 -0.064 0.021 -0.098
H 1.932 3.048 4.517 0.145 -0.001 -0.023
H 0.651 2.196 5.398 -0.035 -0.084 0.029
H 2.621 -1.029 1.936 -0.110 0.161 0.062
H 3.858 -0.340 4.272 -0.005 0.006 0.012
H 2.723 0.304 5.468 0.004 -0.001 -0.069
H 3.734 1.403 4.527 -0.054 -0.064 -0.039
H -1.722 1.441 4.071 -0.015 0.056 -0.120
H -3.786 2.764 3.726 0.106 0.012 -0.112
H -4.099 4.045 1.623 0.090 -0.058 0.022
H -2.355 3.984 -0.137 -0.004 -0.105 0.145
H -0.283 2.671 0.225 0.001 -0.006 0.016
```
Forces are in eV/Å.

Computed properties:
HOMO in eV: -12.9
Net charge: +2
E in eV: -68253.4681
Relative energy (zero: lowest compared OMol25 entry of this formula, charge and spin) in kcal per mole: 21.14
Gap between HOMO and LUMO in eV: 5.7107
LUMO in eV: -7.21
Multiplicity: 1

Here are the Mulliken charges for atoms 1 to 2, given in e: number 1, W, carries 0.925; number 2, O, carries 0.409

3.
Below is a cluster of 2 separate species, C31H32O7 in total at a distorted geometry, with properties calculated with the ωB97M-V functional and the def2-TZVPD basis.

The geometry in XYZ format:
```
70
Properties=species:S:1:pos:R:3:forces:R:3
C -1.931 -1.670 6.716 0.367 0.402 -0.026
O -0.996 -0.568 6.699 -0.158 -0.053 -0.551
C -0.920 0.223 5.597 -0.263 0.275 -0.185
C -0.020 1.320 5.657 -0.338 -0.738 0.121
C 0.045 2.213 4.616 -0.075 0.489 -0.567
C -0.762 2.077 3.450 -0.490 -0.711 0.451
C -0.703 3.006 2.350 0.539 0.007 0.167
C -1.157 2.665 1.074 -0.114 0.071 -0.514
C -1.106 3.465 -0.062 0.180 -0.228 0.695
C -1.853 3.192 -1.256 -0.580 -0.657 -1.031
C -1.679 3.950 -2.455 0.151 -0.143 0.833
C -2.407 3.697 -3.593 -0.553 -0.483 -0.261
C -3.349 2.635 -3.614 0.075 -0.079 0.351
O -4.049 2.460 -4.764 0.099 -0.238 0.538
C -5.030 1.402 -4.847 0.342 0.354 0.060
C -3.522 1.833 -2.459 0.018 0.309 -0.465
C -2.806 2.130 -1.309 0.309 0.420 -0.072
C -1.642 0.958 3.411 0.340 0.179 0.034
C -1.718 0.037 4.445 0.320 0.020 0.386
H -1.791 -2.103 7.707 -0.139 -0.051 -0.199
H -2.967 -1.327 6.593 0.287 0.024 0.044
H -1.693 -2.411 5.941 0.012 0.192 0.179
H 0.614 1.415 6.539 -0.217 0.059 -0.242
H 0.741 3.054 4.658 -0.248 -0.191 0.090
H -0.141 3.929 2.502 -0.114 -0.158 -0.089
H -1.568 1.660 0.943 -0.155 0.549 0.169
H -0.409 4.308 -0.088 -0.486 0.036 0.201
H -0.946 4.760 -2.450 -0.218 -0.169 -0.033
H -2.294 4.292 -4.500 0.028 -0.151 0.300
H -5.432 1.507 -5.855 -0.021 -0.143 0.209
H -4.567 0.413 -4.724 -0.045 0.279 -0.046
H -5.828 1.532 -4.103 0.234 0.053 -0.177
H -4.229 0.998 -2.477 0.294 0.404 0.130
H -3.003 1.536 -0.419 0.018 0.171 -0.216
H -2.287 0.807 2.549 0.063 0.087 0.246
H -2.382 -0.829 4.371 0.190 0.476 0.008
C -5.534 8.952 9.119 -0.244 -0.534 -0.609
O -6.089 8.075 8.117 0.124 0.408 0.407
C -5.276 7.261 7.386 0.856 -0.629 -0.408
C -5.915 6.416 6.442 0.264 0.590 0.640
C -5.166 5.530 5.683 0.180 0.123 0.053
C -3.774 5.472 5.820 0.277 -0.291 -0.034
C -2.943 4.485 4.992 -0.294 -0.093 0.632
C -2.476 5.062 3.727 0.715 0.588 -1.650
C -1.281 5.867 3.712 -0.694 -0.466 0.447
O -0.482 5.933 4.633 0.169 0.114 -0.334
O -1.008 6.546 2.543 -0.316 0.305 -0.333
C -2.154 6.832 1.717 0.317 -0.761 0.020
C -3.096 7.820 2.387 -0.070 0.267 -0.057
C -1.603 7.341 0.387 -0.165 -0.127 0.360
O -2.833 5.593 1.419 0.144 0.517 -0.137
C -3.196 4.828 2.504 0.251 -0.429 0.822
O -4.030 3.948 2.348 -0.074 0.264 -0.382
C -3.140 6.317 6.730 -0.092 -0.025 -0.011
C -3.866 7.201 7.529 -0.984 0.205 -0.010
H -6.411 9.465 9.515 0.239 0.021 0.063
H -5.032 8.389 9.918 -0.095 0.070 -0.208
H -4.837 9.681 8.681 -0.137 -0.194 0.041
H -7.000 6.473 6.347 0.285 -0.010 0.037
H -5.654 4.868 4.966 0.086 0.179 0.177
H -2.060 4.203 5.576 -0.171 -0.200 0.053
H -3.551 3.611 4.746 0.089 -0.065 0.219
H -3.494 7.452 3.340 0.156 0.028 -0.256
H -2.569 8.764 2.559 -0.007 -0.171 0.048
H -3.930 8.031 1.710 0.066 -0.115 0.097
H -0.939 6.582 -0.036 -0.068 0.148 0.050
H -2.428 7.525 -0.305 0.101 -0.009 0.089
H -1.042 8.264 0.552 -0.069 -0.126 -0.038
H -2.052 6.279 6.813 -0.298 -0.008 0.002
H -3.354 7.833 8.262 -0.194 -0.234 -0.327
```
Forces are in eV/Å.

Computed properties:
HOMO in eV: -6.6
E in eV: -46996.2705
Relative energy (zero: lowest compared OMol25 entry of this formula, charge and spin) in kcal per mole: 4.69
Gap between HOMO and LUMO in eV: 4.5727
LUMO in eV: -2.07
Multiplicity: 1

Here are the natural (NBO) charges for atoms 1 to 2, given in e: number 1, C, carries -0.259; number 2, O, carries -0.482